Record 1
{
  "formula": "C13H19N3S",
  "method": "ωB97M-V/def2-TZVPD",
  "species": ["C", "C", "C", "N", "C", "N", "C", "S", "N", "C", "C", "C", "C", "C", "C", "C", "C", "H", "H", "H", "H", "H", "H", "H", "H", "H", "H", "H", "H", "H", "H", "H", "H", "H", "H", "H"],
  "positions_angstrom": [[-3.2774, -2.1631, 0.1751], [-2.1924, -1.5830, 1.0729], [-2.1477, -0.0581, 0.9948], [-1.9718, 0.4192, -0.3748], [-2.2452, 1.8221, -0.5365], [-1.1520, 2.6359, -0.0252], [0.0880, 2.1482, 0.2195], [1.1848, 3.0784, 1.0383], [0.3758, 0.9182, -0.2633], [1.5824, 0.2544, 0.0910], [1.8172, -0.0840, 1.4164], [2.9719, -0.7562, 1.7684], [3.8895, -1.0996, 0.7908], [3.6546, -0.7580, -0.5285], [2.5053, -0.0737, -0.9023], [2.2741, 0.3133, -2.3311], [-0.6724, 0.1546, -0.9365], [-4.2561, -1.8030, 0.4824], [-3.1111, -1.8621, -0.8555], [-3.2761, -3.2488, 0.2299], [-1.2224, -2.0046, 0.8031], [-2.3857, -1.8575, 2.1118], [-3.1061, 0.3347, 1.3429], [-1.3631, 0.3209, 1.6670], [-2.3849, 2.0235, -1.6099], [-3.1682, 2.0858, -0.0132], [-1.3402, 3.5448, 0.3667], [1.0981, 0.1989, 2.1707], [3.1531, -1.0096, 2.8018], [4.7939, -1.6258, 1.0574], [4.3807, -1.0150, -1.2864], [1.6091, -0.3991, -2.8208], [1.8195, 1.3004, -2.3883], [3.2145, 0.3284, -2.8759], [-0.7101, 0.4250, -2.0004], [-0.4297, -0.9055, -0.8523]],
  "largest_force_ev_per_a": 0.7,
  "smiles": "CCCN1CNC(=S)N(c2ccccc2C)C1",
  "gap_ev": 8.5,
  "total_energy_ev": -29095.371
}

Record 2
{
  "formula": "C13H19N5O5",
  "method": "ωB97M-V/def2-TZVPD",
  "species": ["C", "N", "C", "O", "C", "C", "C", "O", "O", "N", "C", "O", "C", "C", "C", "C", "N", "C", "N", "N", "C", "C", "O", "H", "H", "H", "H", "H", "H", "H", "H", "H", "H", "H", "H", "H", "H", "H", "H", "H", "H", "H"],
  "positions_angstrom": [[-1.0014, -2.4129, -5.3285], [-0.3854, -1.4229, -4.4189], [-0.5855, -1.4762, -3.1018], [-1.1552, -2.4355, -2.5898], [-0.0466, -0.3499, -2.2089], [-0.8381, 0.9634, -2.4321], [-2.3499, 0.7074, -2.5654], [-2.8728, 0.6858, -3.6694], [-3.0432, 0.4185, -1.4325], [-0.1615, -0.7377, -0.7920], [0.4800, -0.1524, 0.2310], [1.3787, 0.6447, 0.0537], [0.0450, -0.6185, 1.6344], [1.2139, -1.1912, 2.4082], [2.2098, -0.2071, 2.9826], [3.4883, -0.0711, 2.5468], [4.0853, 0.9140, 3.2968], [3.1987, 1.2687, 4.2402], [2.0200, 0.6369, 4.0676], [-0.5158, 0.5018, 2.3719], [-1.5765, 1.2376, 1.9774], [-2.0373, 2.2990, 2.9210], [-2.1085, 1.1913, 0.8949], [-1.1008, -2.0040, -6.3435], [-0.3667, -3.3015, -5.3788], [-1.9509, -2.7246, -4.9279], [0.0980, -0.6166, -4.8053], [1.0010, -0.2185, -2.5008], [-0.6679, 1.6795, -1.6490], [-0.4712, 1.4469, -3.3119], [-2.6146, 0.6590, -0.5930], [-0.9019, -1.3591, -0.5748], [-0.7251, -1.4189, 1.5099], [1.7732, -1.8968, 1.7928], [0.8059, -1.7677, 3.2345], [3.9083, -0.6037, 1.6791], [4.9540, 1.3823, 3.1018], [3.4051, 1.9687, 5.0357], [-0.0715, 0.7841, 3.2310], [-2.8901, 2.8022, 2.4725], [-1.2143, 3.0017, 3.1330], [-2.4127, 1.7934, 3.8072]],
  "largest_force_ev_per_a": 2.3,
  "smiles": "CNC(=O)[C@@H](CC(=O)O)NC(=O)[C@@H](Cc1c[nH]cn1)NC(C)=O",
  "gap_ev": 9.5,
  "total_energy_ev": -31479.481
}

Short version: energy relative to the best compared isomer or geometry (same formula, charge and spin) = 0.3678, 0.0000 eV, in the order given.